A single C21H19N5O3 molecule at a distorted geometry, computed with ωB97M-V/def2-TZVPD.

Results
- Kohn-Sham gap (hartree) = 0.3190
- HOMO level (eV) = -8.4
- charge = 0
- energy (a.u.) = -1311.0616
- 2S+1 = 1
- ΔE to the lowest compared entry with this formula, charge and spin (kJ/mol) = 279.8
- SMILES string = COc1cc([C@@H]2[C@H]3CN(C)CC=C3C(C#N)=C(N)C2(C#N)C#N)cc2c1OCO2

Positions of all 48 atoms, in Å:
C: 3.136 -2.378 4.204
H: 3.016 -2.414 5.285
H: 3.072 -3.387 3.792
H: 4.110 -1.952 3.955
O: 2.083 -1.561 3.734
C: 1.997 -1.335 2.404
C: 2.809 -1.852 1.410
C: 2.590 -1.528 0.071
C: 1.582 -0.694 -0.343
C: 0.753 -0.164 0.650
C: 0.967 -0.484 1.979
H: 0.335 -0.074 2.751
C: -0.364 0.788 0.303
C: -1.236 0.338 -0.873
C: -2.390 1.293 -1.044
C: -3.603 0.854 -1.388
C: -3.925 -0.597 -1.583
N: -2.765 -1.468 -1.650
C: -2.223 -1.587 -2.988
H: -1.325 -2.201 -2.951
H: -1.974 -0.623 -3.455
H: -2.958 -2.090 -3.615
C: -1.787 -1.084 -0.657
H: -0.969 -1.808 -0.668
H: -2.273 -1.134 0.323
H: -4.521 -0.731 -2.489
H: -4.546 -0.927 -0.738
H: -4.427 1.544 -1.498
C: -2.112 2.706 -0.807
C: -0.923 3.173 -0.338
N: -0.632 4.495 -0.201
H: 0.154 4.784 0.358
H: -1.377 5.159 -0.337
C: 0.205 2.199 -0.024
C: 0.989 2.672 1.101
N: 1.583 3.068 1.992
C: 1.068 2.180 -1.193
N: 1.714 2.218 -2.134
C: -3.136 3.643 -1.054
N: -3.950 4.432 -1.235
H: -0.630 0.346 -1.787
H: -1.006 0.904 1.185
H: 1.461 -0.472 -1.388
O: 3.511 -2.165 -0.711
C: 4.341 -2.889 0.168
O: 3.890 -2.710 1.492
H: 4.308 -3.959 -0.090
H: 5.379 -2.526 0.080

***

A molecular structure, C21H19N8O4PtS, computed with ωB97M-V/def2-TZVPD.

Results
- Kohn-Sham gap (spin up / spin down) (hartree) = 0.2144 / 0.2468
- HOMO level (spin up / spin down) (eV) = -3.4 / -5.0
- charge = -1
- energy (a.u.) = -2068.1632
- ⟨S²⟩ = 2.03
- 2S+1 = 3

Positions of all 54 atoms, in Å:
Pt: -0.577 0.905 -0.893
C: 1.803 3.030 3.672
C: 1.679 3.352 2.327
C: 0.911 2.578 1.477
C: 0.248 1.444 1.964
C: 0.357 1.128 3.328
C: 1.129 1.916 4.160
N: -0.490 0.657 1.100
N: -1.204 -0.327 1.637
C: -2.020 -0.904 0.717
C: -2.874 -1.960 1.066
C: -3.728 -2.498 0.122
C: -3.748 -1.996 -1.174
C: -2.891 -0.958 -1.537
C: -2.020 -0.420 -0.613
H: 2.409 3.640 4.331
H: 2.185 4.222 1.925
H: 0.831 2.847 0.437
H: -0.164 0.262 3.707
H: 1.205 1.652 5.209
H: -2.855 -2.325 2.084
H: -4.392 -3.307 0.399
H: -4.430 -2.406 -1.909
H: -2.915 -0.577 -2.552
O: -4.066 3.192 -0.958
C: -2.909 2.935 -0.877
N: -1.732 2.741 -0.802
N: -0.671 -0.095 -6.174
N: -0.466 0.575 -4.973
N: 0.165 1.724 -4.914
C: 0.095 1.989 -3.622
N: -0.557 1.020 -2.975
N: -0.922 0.122 -3.850
H: 0.241 -0.167 -6.616
H: -0.958 -1.033 -5.907
H: 0.538 2.834 -3.132
C: 1.083 -3.054 3.120
C: 1.542 -2.288 1.915
C: 2.330 -1.150 2.050
C: 2.674 -0.385 0.949
C: 2.233 -0.764 -0.308
C: 1.480 -1.917 -0.470
C: 1.139 -2.671 0.640
S: 2.479 0.338 -1.678
O: 1.937 -0.339 -2.846
O: 3.872 0.704 -1.734
O: 1.628 1.510 -1.278
H: 1.503 -2.634 4.033
H: 1.368 -4.106 3.065
H: -0.004 -3.005 3.197
H: 2.640 -0.828 3.037
H: 3.245 0.527 1.067
H: 1.133 -2.185 -1.458
H: 0.514 -3.548 0.515

***

A molecular structure, C21H20AsN5O7RuS3 at a distorted geometry, computed with ωB97M-V/def2-TZVPD.

Results
- Kohn-Sham gap (spin up / spin down) (hartree) = 0.2740 / 0.2617
- HOMO level (spin up / spin down) (eV) = -4.9 / -4.8
- charge = -1
- energy (a.u.) = -5138.1087
- ⟨S²⟩ = 0.76
- 2S+1 = 2
- ΔE to the lowest compared entry with this formula, charge and spin (kJ/mol) = 0.0

Positions of all 58 atoms, in Å:
Ru: 0.305 0.174 -0.549
N: 4.301 0.110 1.038
C: 3.142 0.365 0.342
S: 1.680 0.549 1.280
N: 3.207 0.498 -0.939
N: 1.960 0.824 -1.462
C: 1.967 1.488 -2.556
C: 0.796 2.090 -3.160
C: 0.864 2.526 -4.485
C: -0.184 3.203 -5.073
C: -1.320 3.474 -4.307
C: -1.404 3.070 -2.991
C: -0.356 2.358 -2.383
O: -0.465 2.000 -1.123
H: 4.159 -0.447 1.866
H: 5.048 -0.226 0.447
H: 2.941 1.655 -3.009
H: 1.765 2.319 -5.052
H: -0.127 3.520 -6.106
H: -2.154 4.004 -4.752
H: -2.289 3.260 -2.399
O: -0.582 -2.880 1.362
As: 0.444 -3.141 -0.036
O: 1.504 -4.331 0.282
O: 1.117 -1.659 -0.504
C: -0.753 -3.741 -1.448
C: -0.643 -5.091 -1.756
C: -1.444 -5.660 -2.738
C: -2.365 -4.880 -3.419
C: -2.482 -3.529 -3.124
C: -1.675 -2.965 -2.148
S: -1.856 -1.220 -1.849
O: -3.098 -0.827 -2.447
O: -0.654 -0.564 -2.419
O: -1.763 -1.046 -0.384
H: -1.188 -2.150 1.156
H: 0.088 -5.679 -1.214
H: -1.348 -6.714 -2.967
H: -2.996 -5.320 -4.181
H: -3.197 -2.901 -3.636
N: -0.718 3.442 1.369
C: -0.813 2.416 2.247
S: -1.638 1.027 1.831
N: -0.202 2.639 3.448
C: -0.006 1.694 4.484
C: -1.066 0.982 5.031
C: -0.826 0.090 6.065
C: 0.454 -0.082 6.572
C: 1.506 0.642 6.032
C: 1.278 1.522 4.985
H: -0.936 3.182 0.402
H: 0.042 4.096 1.479
H: 0.446 3.411 3.468
H: -2.060 1.117 4.634
H: -1.652 -0.475 6.477
H: 0.632 -0.784 7.376
H: 2.512 0.508 6.409
H: 2.102 2.059 4.529

***

A single C21H20BFN2O5 molecule at a distorted geometry, computed with ωB97M-V/def2-TZVPD.

Results
- Kohn-Sham gap (hartree) = 0.3229
- HOMO level (eV) = -8.2
- charge = 0
- energy (a.u.) = -1422.7033
- 2S+1 = 1
- ΔE to the lowest compared entry with this formula, charge and spin (kJ/mol) = 0.0
- SMILES string = C=CC(=O)N(CC(=O)N[C@@H](Cc1coc2ccccc12)B(O)O)c1ccccc1F

Positions of all 50 atoms, in Å:
O: 2.288 1.125 -0.893
O: -1.929 0.324 -3.011
F: 0.105 4.667 -0.148
O: -3.026 -3.220 -0.639
O: -3.699 -1.263 -1.767
O: -0.044 -2.701 2.222
B: -2.630 -2.154 -1.536
C: 1.474 1.802 -0.350
C: -0.913 0.295 -2.358
C: 3.020 2.195 1.513
C: -0.693 -3.011 1.041
C: 1.956 2.585 0.802
C: 0.147 -3.055 -0.075
C: -2.630 3.326 1.898
C: 3.365 -1.336 2.001
C: 3.523 -1.527 0.620
C: -2.637 2.005 1.446
C: -1.763 4.171 1.376
C: 2.246 -1.780 2.588
C: 2.586 -2.055 -0.198
C: -1.784 1.602 0.487
C: -0.826 3.797 0.435
C: 1.218 -2.325 1.851
C: 1.347 -2.464 0.393
C: -0.835 2.484 -0.037
N: 0.207 1.954 -0.870
N: -0.405 -0.899 -1.838
C: -0.114 1.542 -2.265
C: -0.202 -3.184 -1.497
C: -1.172 -2.083 -2.018
H: -3.984 -3.003 -0.654
H: -3.326 -0.555 -2.390
H: 3.320 2.809 2.297
H: 3.702 1.485 1.158
H: -1.666 -3.369 1.118
H: 1.373 3.413 1.142
H: -3.176 3.633 2.763
H: 4.065 -0.768 2.556
H: 4.466 -1.254 0.159
H: -3.379 1.343 1.730
H: -1.545 5.184 1.817
H: 2.129 -1.817 3.619
H: 2.646 -2.011 -1.247
H: -1.723 0.527 0.140
H: 0.078 -0.851 -0.924
H: 0.866 1.442 -2.815
H: -0.534 2.404 -2.759
H: 0.701 -3.230 -2.146
H: -0.720 -4.133 -1.640
H: -1.472 -2.063 -3.096

***

Which value of charge does entry 3 give? -1

***

What is the formula in the second record? C21H19N8O4PtS